A molecular structure, C52H43N6O5P2V at a distorted geometry, computed with wB97M-V/def2-TZVPD.

The geometry in XYZ format:
```
109
C52H43N6O5P2V wB97M-V/def2-TZVPD
V 0.22 0.09 0.04
O -1.68 -0.23 -0.25
C -2.72 -0.57 0.47
C -3.91 -0.96 -0.17
C -5.02 -1.30 0.57
C -5.00 -1.27 1.96
C -3.85 -0.87 2.60
C -2.70 -0.52 1.88
C -1.53 -0.09 2.60
N -0.39 0.18 2.07
N 0.56 0.65 2.97
C 1.69 0.81 2.35
O 1.84 0.54 1.10
C 2.85 1.38 3.08
C 4.01 1.68 2.37
C 5.11 2.21 3.03
C 5.05 2.45 4.39
C 3.89 2.16 5.10
C 2.80 1.62 4.45
H -3.92 -0.97 -1.25
H -5.92 -1.61 0.05
H -5.88 -1.54 2.53
H -3.81 -0.83 3.68
H -1.60 0.05 3.68
H 4.05 1.48 1.30
H 6.01 2.44 2.47
H 5.91 2.87 4.91
H 3.85 2.34 6.17
H 1.89 1.39 4.98
C -0.33 -1.54 -3.22
N 0.43 -2.63 -2.67
C -0.03 -3.21 -1.44
P 0.44 -2.44 0.20
C 1.96 -3.27 0.77
C 3.06 -2.53 1.17
C 4.21 -3.18 1.62
C 4.25 -4.56 1.67
C 3.13 -5.31 1.29
C 1.99 -4.66 0.85
C -0.77 -3.20 1.34
C -0.45 -3.15 2.70
C -1.33 -3.62 3.66
C -2.55 -4.16 3.28
C -2.88 -4.22 1.94
C -2.00 -3.74 0.98
C 1.55 -3.15 -3.34
C 2.68 -3.54 -2.62
C 3.79 -4.06 -3.28
C 3.79 -4.19 -4.66
C 2.66 -3.80 -5.38
C 1.55 -3.30 -4.73
P -0.03 0.20 -2.58
C -1.49 0.97 -3.38
C -2.53 1.51 -2.62
C -3.63 2.08 -3.24
C -3.72 2.11 -4.62
C -2.69 1.58 -5.39
C -1.59 1.01 -4.78
C 1.30 0.91 -3.60
C 2.36 0.14 -4.09
C 3.39 0.74 -4.80
C 3.38 2.11 -5.02
C 2.33 2.88 -4.53
C 1.30 2.28 -3.83
H -1.40 -1.70 -3.02
H -0.21 -1.50 -4.30
H 0.22 -4.28 -1.41
H -1.12 -3.14 -1.44
H 3.04 -1.45 1.12
H 5.07 -2.59 1.91
H 5.14 -5.06 2.02
H 3.16 -6.39 1.34
H 1.12 -5.24 0.57
H 0.50 -2.72 3.01
H -1.06 -3.56 4.71
H -3.24 -4.53 4.03
H -3.83 -4.63 1.63
H -2.30 -3.79 -0.06
H 2.73 -3.38 -1.56
H 4.66 -4.33 -2.71
H 4.66 -4.58 -5.18
H 2.64 -3.90 -6.46
H 0.67 -3.03 -5.30
H -2.47 1.45 -1.55
H -4.43 2.50 -2.63
H -4.58 2.56 -5.10
H -2.75 1.60 -6.47
H -0.78 0.63 -5.39
H 2.40 -0.92 -3.89
H 4.20 0.14 -5.16
H 4.18 2.58 -5.57
H 2.31 3.95 -4.71
H 0.47 2.89 -3.47
O 3.28 1.14 -1.22
N 3.17 -0.08 -1.16
O 4.12 -0.84 -1.20
O 1.98 -0.61 -1.10
N -3.55 5.16 1.46
C -2.57 4.73 1.04
C -1.34 4.18 0.51
C -0.33 5.01 0.03
C 0.82 4.43 -0.46
C 0.93 3.04 -0.46
N -0.05 2.25 -0.01
C -1.16 2.81 0.48
H -0.46 6.08 0.06
H 1.63 5.03 -0.84
H 1.81 2.54 -0.82
H -1.93 2.13 0.84
```

Results
Total charge: 0
Highest occupied orbital energy (alpha / beta): -7.63 / -7.64 eV
Multiplicity: 3
⟨S²⟩: 2.0169
DFT total energy: -4338.83076 hartree
LUMO energy (alpha / beta): -0.24 / -0.50 eV
Frontier orbital gap (alpha / beta): 7.39 / 7.14 eV


A molecular structure, C52H45BBr2CsN11OS at a distorted geometry, computed with wB97M-V/def2-TZVPD.

The geometry in XYZ format:
```
114
C52H45BBr2CsN11OS wB97M-V/def2-TZVPD
Cs 0.04 1.30 -0.63
C 3.81 -5.03 0.63
C 3.58 -3.55 0.67
C 4.47 -2.55 0.98
C 3.72 -1.36 0.90
N 2.46 -1.62 0.57
N 2.38 -2.96 0.43
B 1.05 -3.65 0.03
N 0.45 -2.90 -1.19
N 1.22 -2.11 -1.95
C 0.49 -1.78 -3.00
C -0.78 -2.38 -2.94
C -0.77 -3.10 -1.77
C -1.85 -3.96 -1.19
C 1.03 -0.92 -4.07
C 0.61 -1.10 -5.39
C 1.12 -0.31 -6.42
C 2.05 0.68 -6.14
C 2.47 0.86 -4.83
C 1.97 0.07 -3.81
N 0.05 -3.63 1.23
N -0.44 -2.48 1.73
C -1.27 -2.82 2.71
C -1.31 -4.23 2.85
C -0.46 -4.71 1.89
C -0.10 -6.13 1.60
C -1.97 -1.81 3.52
C -3.16 -2.12 4.18
C -3.80 -1.18 4.98
C -3.24 0.08 5.15
C -2.05 0.40 4.51
C -1.42 -0.53 3.69
C 4.15 0.03 1.15
C 3.23 1.00 1.56
C 3.63 2.31 1.82
C 4.96 2.67 1.66
C 5.88 1.72 1.25
C 5.48 0.41 1.00
H 4.86 -5.24 0.86
H 3.58 -5.45 -0.35
H 3.19 -5.55 1.37
H 5.51 -2.68 1.25
H 1.26 -4.81 -0.25
H -1.62 -2.25 -3.61
H -2.74 -3.88 -1.81
H -2.12 -3.65 -0.17
H -1.55 -5.00 -1.15
H -0.11 -1.89 -5.61
H 0.79 -0.48 -7.44
H 2.45 1.29 -6.94
H 3.20 1.64 -4.61
H 2.32 0.22 -2.79
H -1.89 -4.81 3.56
H -0.68 -6.79 2.24
H 0.96 -6.32 1.78
H -0.30 -6.40 0.56
H -3.59 -3.10 4.05
H -4.74 -1.43 5.46
H -3.73 0.82 5.79
H -1.60 1.38 4.66
H -0.50 -0.29 3.17
H 2.19 0.70 1.69
H 2.91 3.05 2.14
H 5.27 3.70 1.86
H 6.92 2.00 1.11
H 6.21 -0.33 0.67
Br -1.43 5.11 6.54
C -1.19 4.10 4.95
C 0.07 3.65 4.60
C 0.14 2.89 3.45
N -0.90 2.58 2.68
C -2.10 3.05 3.02
C -2.29 3.82 4.16
C -3.23 2.73 2.08
C -4.55 3.01 2.40
C -5.52 2.67 1.47
Br -7.34 3.05 1.86
C -5.19 2.06 0.28
C -3.83 1.83 0.05
N -2.88 2.15 0.93
H 0.95 3.89 5.19
H 1.10 2.50 3.13
H -3.26 4.20 4.44
H -4.83 3.47 3.33
H -5.93 1.79 -0.45
H -3.49 1.37 -0.87
C 4.64 2.54 -1.64
S 3.26 3.24 -0.69
C 3.33 4.83 -1.52
O 2.06 2.54 -1.27
H 5.54 3.12 -1.43
H 4.39 2.55 -2.70
H 4.77 1.51 -1.29
H 4.33 5.26 -1.36
H 2.57 5.46 -1.06
H 3.13 4.66 -2.58
N 3.57 4.90 5.43
C 2.97 5.24 4.48
N 2.27 5.70 3.48
C 1.97 5.15 2.34
N 1.67 4.71 1.29
C -2.35 0.83 -2.68
C -3.07 0.36 -3.57
C -3.90 -0.21 -4.59
C -3.37 -0.62 -5.82
C -4.18 -1.18 -6.80
C -5.54 -1.34 -6.59
C -6.09 -0.94 -5.38
C -5.29 -0.38 -4.39
H -2.31 -0.49 -5.99
H -3.73 -1.50 -7.74
H -6.17 -1.79 -7.36
H -7.15 -1.05 -5.21
H -5.71 -0.08 -3.44
```

Results
Total charge: -2
Highest occupied orbital energy: -2.98 eV
Multiplicity: 1
DFT total energy: -8277.41370 hartree
LUMO energy: 3.38 eV
Frontier orbital gap: 6.36 eV